No. 1
C2H3Br2FO | ωB97M-V with the def2-TZVPD basis set

Summary:
Energy relative to the best compared isomer or geometry (same formula, charge and spin): 321.49 kJ/mol
Frontier orbital gap (spin up / spin down): 0.3001 / 0.3001 hartree
Charge: 0
Electronic energy: -146969.4257 eV

```
9
C2H3Br2FO ωB97M-V with the def2-TZVPD basis set
C 0.541 -0.667 0.581
C -0.287 0.432 -0.040
O 0.306 1.254 -0.802
F -1.288 -1.254 -1.461
Br 1.635 0.054 1.987
Br -2.013 1.002 0.534
H 1.333 -1.015 -0.173
H 0.010 -1.467 0.957
H -0.237 1.661 -1.584
```

No. 2
C14H13BrF6FeO | ωB97M-V with the def2-TZVPD basis set

Summary:
<S²>: 6.018
Frontier orbital gap (spin up / spin down): 0.1659 / 0.1667 hartree
Charge: -2
Electronic energy: -137510.8185 eV
Multiplicity: 5

```
36
C14H13BrF6FeO ωB97M-V with the def2-TZVPD basis set
C -1.358 -0.869 -1.729
C -1.739 -1.978 -0.909
C -2.625 -1.444 0.131
H -1.371 -2.995 -1.054
C -2.592 -0.014 -0.016
C -1.891 0.303 -1.181
H -1.769 1.270 -1.626
H -0.737 -0.904 -2.616
H -2.989 -2.014 0.985
H -3.054 0.717 0.596
Fe -0.679 -1.414 1.256
Br 1.191 -2.846 1.170
C 2.309 1.448 0.435
C 1.437 2.201 -0.413
C 1.425 1.574 -1.701
H 0.759 2.988 -0.063
C 2.266 0.402 -1.633
C 2.833 0.349 -0.317
H 3.400 -0.502 0.098
H 2.368 1.554 1.519
H 0.708 1.793 -2.514
H 2.230 -0.445 -2.350
C -1.935 -0.037 3.454
C -0.865 0.923 2.973
O -0.418 0.654 1.710
C -1.498 2.402 2.958
F -2.087 2.780 4.144
F -0.587 3.353 2.657
F -2.474 2.448 2.001
C 0.348 0.854 4.000
F -0.013 1.136 5.295
F 0.850 -0.407 3.978
F 1.373 1.705 3.686
H -2.806 0.022 2.810
H -2.237 0.150 4.481
H -1.552 -1.062 3.405
```

No. 3
C60H109N5O28 | ωB97M-V with the def2-TZVPD basis set

Summary:
<S²>: 0.760
Frontier orbital gap (spin up / spin down): 0.0796 / 0.2256 hartree
Charge: -1
Electronic energy: -128751.2666 eV
Multiplicity: 2

```
202
C60H109N5O28 ωB97M-V with the def2-TZVPD basis set
C -2.797 1.672 6.539
O -3.421 1.774 5.288
C -3.540 0.582 4.653
C -4.175 0.834 3.177
N -4.452 -0.383 2.398
C -5.113 -1.490 3.074
C -5.212 -2.769 2.254
O -5.413 -3.897 3.154
C -5.495 -5.078 2.501
H -2.424 0.741 6.966
H -3.598 1.980 7.212
H -2.082 2.484 6.671
H -4.387 0.165 5.198
H -2.640 -0.026 4.560
H -3.364 1.340 2.653
H -5.075 1.448 3.202
H -4.063 -0.457 1.469
H -6.124 -1.214 3.373
H -4.587 -1.778 3.984
H -4.266 -2.991 1.760
H -5.930 -2.796 1.434
H -4.568 -5.646 2.430
H -5.752 -5.197 1.449
H -6.099 -5.712 3.150
C -7.839 4.271 -3.847
O -6.792 3.647 -3.250
C -5.613 4.503 -3.095
C -4.634 3.803 -2.107
N -4.917 4.471 -0.807
C -4.236 3.727 0.302
C -4.639 4.209 1.788
O -5.897 3.758 2.116
C -6.792 4.837 2.360
H -8.416 4.974 -3.245
H -8.462 3.395 -4.029
H -7.432 4.688 -4.768
H -5.820 5.522 -2.770
H -5.292 4.621 -4.130
H -3.622 3.920 -2.494
H -4.825 2.735 -1.992
H -5.908 4.492 -0.613
H -3.156 3.833 0.196
H -4.402 2.652 0.371
H -4.304 5.222 2.010
H -3.762 3.812 2.298
H -6.610 5.508 3.199
H -7.810 4.477 2.504
H -6.781 5.521 1.511
C 8.678 -1.432 7.648
O 7.477 -0.974 7.037
C 6.479 -0.363 7.898
C 5.101 -0.597 7.363
N 4.995 -0.558 5.926
C 3.812 -1.278 5.317
C 2.407 -0.845 5.832
O 1.459 -1.820 5.302
C 0.758 -1.420 4.168
H 8.563 -1.610 8.718
H 9.500 -0.716 7.648
H 8.974 -2.309 7.072
H 6.870 0.644 8.041
H 6.527 -0.644 8.950
H 4.428 0.182 7.721
H 4.746 -1.537 7.786
H 5.828 -0.966 5.526
H 4.085 -2.319 5.491
H 3.750 -1.243 4.229
H 2.304 0.215 5.598
H 2.360 -0.929 6.917
H 1.436 -1.146 3.359
H 0.058 -0.592 4.274
H 0.153 -2.243 3.789
C -0.700 7.530 6.102
O -0.779 7.640 4.766
C -1.830 6.906 4.247
C -1.447 5.400 3.948
N -0.850 5.284 2.690
C -0.037 4.127 2.427
C 1.050 3.664 3.448
O 2.029 2.861 2.740
C 2.724 2.046 3.563
H -1.457 7.996 6.733
H 0.138 8.220 6.194
H -0.563 6.530 6.514
H -2.059 7.374 3.290
H -2.731 6.929 4.860
H -2.308 4.745 4.080
H -0.701 5.153 4.704
H -0.529 6.181 2.355
H 0.516 4.280 1.501
H -0.734 3.323 2.189
H 0.711 3.184 4.366
H 1.560 4.545 3.837
H 3.517 1.458 3.102
H 2.103 1.200 3.856
H 3.224 2.550 4.390
C 10.176 1.025 -6.036
O 9.325 0.659 -7.153
C 8.557 1.694 -7.680
C 7.149 1.106 -7.973
N 6.334 1.040 -6.829
C 4.918 0.631 -6.951
C 4.236 0.532 -5.589
O 3.823 1.779 -4.996
C 3.591 1.584 -3.642
H 10.749 0.150 -5.730
H 9.616 1.338 -5.154
H 10.807 1.873 -6.299
H 8.911 1.933 -8.683
H 8.533 2.602 -7.077
H 7.080 0.054 -8.249
H 6.621 1.689 -8.728
H 6.678 0.331 -6.197
H 4.794 -0.360 -7.386
H 4.456 1.195 -7.761
H 4.748 -0.201 -4.965
H 3.211 0.188 -5.727
H 2.743 1.033 -3.235
H 3.254 2.590 -3.391
H 4.535 1.518 -3.101
C 0.321 -0.715 -0.633
C -0.009 -1.967 -0.180
C -0.930 -2.154 0.866
C -1.643 -1.142 1.387
C -1.494 0.185 0.788
C -0.507 0.310 -0.211
O -0.415 1.539 -0.757
O -1.231 -3.448 1.295
H 1.023 -0.502 -1.425
H 0.643 -2.762 -0.512
H -2.225 -1.419 2.254
H -2.206 0.891 1.191
H -0.455 2.066 0.044
H -0.395 -3.880 1.486
C -2.317 2.118 -5.909
C -1.100 2.781 -6.066
C -0.382 3.080 -4.927
C -0.682 2.484 -3.741
C -1.925 1.954 -3.533
C -2.761 1.764 -4.653
O -3.979 1.222 -4.581
O 0.855 3.639 -5.005
H -2.809 1.864 -6.837
H -0.673 2.992 -7.035
H -0.080 2.592 -2.851
H -2.308 1.681 -2.560
H -4.693 1.825 -4.797
H 1.194 3.650 -5.903
C 1.463 -2.903 -4.960
C 0.458 -2.947 -5.953
C -0.540 -2.020 -5.960
C -0.486 -0.882 -5.124
C 0.620 -0.719 -4.264
C 1.447 -1.800 -4.085
O 2.327 -1.882 -3.013
O -1.630 -2.128 -6.863
H 2.135 -3.727 -4.772
H 0.449 -3.861 -6.529
H -1.245 -0.113 -5.109
H 0.481 0.130 -3.612
H 2.624 -2.765 -2.779
H -2.059 -1.327 -7.171
C -0.453 -8.014 2.134
C -1.418 -6.810 2.428
O -0.439 -5.754 2.497
C 0.680 -6.193 1.978
O 1.455 -5.295 1.659
O 0.835 -7.401 1.836
H -0.740 -8.656 1.302
H -0.404 -8.669 3.004
H -1.997 -6.777 3.350
H -2.169 -6.631 1.658
C 5.102 -2.942 -0.046
C 3.577 -2.690 -0.067
O 3.145 -3.885 -0.671
C 4.045 -4.266 -1.484
O 3.806 -5.000 -2.457
O 5.175 -3.675 -1.226
H 5.249 -3.659 0.762
H 5.687 -2.026 0.030
H 3.216 -1.806 -0.594
H 3.328 -2.638 0.993
C 0.811 -5.999 -2.463
C 0.160 -6.555 -3.706
O -0.872 -7.277 -3.212
C -1.010 -7.079 -1.921
O -2.054 -7.274 -1.286
O 0.075 -6.530 -1.411
H 0.843 -4.914 -2.365
H 1.831 -6.339 -2.287
H 0.827 -7.204 -4.274
H -0.122 -5.743 -4.375
C -2.706 -2.051 -2.412
C -3.853 -1.784 -3.423
O -4.786 -2.707 -2.961
C -4.587 -3.121 -1.751
O -5.431 -3.774 -1.125
O -3.355 -2.836 -1.394
H -2.378 -1.074 -2.056
H -1.965 -2.595 -2.998
H -3.533 -2.031 -4.435
H -4.336 -0.820 -3.263
```

No. 4
C5H7NO | ωB97M-V with the def2-TZVPD basis set

Summary:
Energy relative to the best compared isomer or geometry (same formula, charge and spin): 193.32 kJ/mol
Structure (SMILES): C[C@]12N[C@H]1CC2=O
Frontier orbital gap: 0.3822 hartree
Charge: 0
Electronic energy: -8834.1992 eV

```
14
C5H7NO ωB97M-V with the def2-TZVPD basis set
C 0.820 1.535 -0.752
C 0.004 0.505 -0.038
N -0.409 0.594 1.362
C 0.384 -0.547 0.965
C -0.431 -1.628 0.252
C -0.896 -0.512 -0.706
O -1.600 -0.481 -1.679
H 1.128 1.116 -1.716
H 1.718 1.783 -0.180
H 0.259 2.452 -0.948
H -1.393 0.381 1.516
H 1.350 -0.677 1.441
H -1.157 -2.226 0.809
H 0.222 -2.293 -0.327
```

No. 5
C4H8NO2S | ωB97M-V with the def2-TZVPD basis set

Summary:
Energy relative to the best compared isomer or geometry (same formula, charge and spin): 644.00 kJ/mol
Frontier orbital gap: 0.1607 hartree
Charge: -1
Electronic energy: -20693.3769 eV

```
16
C4H8NO2S ωB97M-V with the def2-TZVPD basis set
O -0.093 -1.046 -2.924
C -0.104 -0.208 -1.938
C -0.263 -0.733 -0.476
C 0.341 -1.910 -0.110
S -0.280 3.197 -0.047
N -0.711 0.118 0.440
C -0.059 0.108 1.743
O 0.053 -1.079 2.289
H 0.913 0.261 -1.734
H -0.749 0.696 -1.985
H 0.059 -2.469 0.758
H 0.888 -2.397 -0.909
H 0.665 2.929 0.866
H -0.909 1.066 0.069
H 0.924 0.617 1.639
H -0.675 0.850 2.321
```

No. 6
C22H18O3S | ωB97M-V with the def2-TZVPD basis set

Summary:
Energy relative to the best compared isomer or geometry (same formula, charge and spin): 246.48 kJ/mol
Structure (SMILES): O=C(OCc1cccc2c1SCc1ccccc1[C@H]2O)c1ccccc1
Frontier orbital gap: 0.3447 hartree
Charge: 0
Electronic energy: -40081.1513 eV

```
44
C22H18O3S ωB97M-V with the def2-TZVPD basis set
O -3.785 1.057 -1.573
C -2.753 1.778 -1.701
O -1.489 1.396 -2.017
C -1.274 -0.089 -1.959
C -0.956 -0.600 -0.478
C -1.950 -1.182 0.238
C -1.896 -1.620 1.582
C -0.656 -1.596 2.266
C 0.474 -1.035 1.591
C 0.296 -0.568 0.248
S 1.787 0.094 -0.555
C 2.478 -1.556 -0.929
C 3.060 -2.403 0.183
C 3.868 -3.540 -0.106
C 4.324 -4.515 0.827
C 3.958 -4.283 2.111
C 3.237 -3.197 2.490
C 2.758 -2.163 1.600
C 1.812 -1.242 2.196
O 2.519 0.002 2.295
C -2.822 3.226 -1.533
C -3.870 3.909 -2.228
C -4.128 5.254 -2.113
C -3.204 6.044 -1.358
C -2.175 5.374 -0.642
C -2.008 3.906 -0.721
H -0.467 -0.458 -2.673
H -2.195 -0.635 -2.268
H -2.807 -1.395 -0.404
H -2.732 -2.084 1.987
H -0.545 -2.023 3.257
H 1.761 -2.106 -1.574
H 3.353 -1.276 -1.512
H 4.330 -3.626 -1.111
H 4.914 -5.305 0.431
H 4.391 -4.830 3.013
H 2.996 -3.299 3.628
H 1.756 -1.493 3.284
H 3.018 0.342 1.544
H -4.460 3.446 -3.012
H -4.860 5.775 -2.797
H -3.340 7.108 -1.366
H -1.447 5.909 -0.055
H -1.267 3.502 -0.085
```

No. 7
CH2Cl2 | ωB97M-V with the def2-TZVPD basis set

Summary:
Energy relative to the best compared isomer or geometry (same formula, charge and spin): 34.28 kJ/mol
Structure (SMILES): ClCCl
Frontier orbital gap: 0.4387 hartree
Charge: 0
Electronic energy: -26113.8803 eV

```
5
CH2Cl2 ωB97M-V with the def2-TZVPD basis set
Cl -1.580 0.528 0.606
C -0.031 -0.202 -0.034
Cl 1.266 1.005 0.025
H 0.305 -1.076 0.524
H 0.039 -0.255 -1.121
```

No. 8
C5H11NO | ωB97M-V with the def2-TZVPD basis set

Summary:
Energy relative to the best compared isomer or geometry (same formula, charge and spin): 86.64 kJ/mol
Structure (SMILES): CN=C=O.CCC
Frontier orbital gap: 0.4063 hartree
Charge: 0
Electronic energy: -8900.7993 eV

```
18
C5H11NO ωB97M-V with the def2-TZVPD basis set
C -1.907 2.512 -0.414
N -0.729 1.770 -0.769
C 0.440 1.733 -0.498
O 1.596 1.598 -0.317
H -2.449 1.999 0.385
H -2.559 2.580 -1.287
H -1.649 3.521 -0.080
C 1.273 -1.724 -0.824
C 0.070 -1.464 0.081
C 0.477 -1.107 1.511
H 1.975 -0.883 -0.788
H 0.967 -1.858 -1.867
H 1.815 -2.625 -0.513
H -0.533 -0.652 -0.341
H -0.583 -2.346 0.093
H 0.949 -1.961 2.011
H 1.199 -0.282 1.515
H -0.387 -0.804 2.114
```

No. 9
C9H24ClIInNP2 | ωB97M-V with the def2-TZVPD basis set

Summary:
Frontier orbital gap: 0.2420 hartree
Charge: +2
Electronic energy: -55572.2390 eV

```
39
C9H24ClIInNP2 ωB97M-V with the def2-TZVPD basis set
C 1.681 0.474 -2.992
I 2.402 -1.408 -1.374
H 0.929 1.313 -3.021
H 1.546 -0.184 -3.855
H 2.719 0.869 -2.935
In 0.355 0.428 -0.970
P -1.510 -1.356 -1.643
C -0.931 -3.112 -1.689
C -3.085 -1.403 -0.702
H -3.879 -1.966 -1.233
H -2.856 -1.532 -3.703
H -3.412 -0.359 -0.554
H -2.218 0.127 -3.394
H -0.872 -3.486 -0.655
H -2.911 -1.853 0.292
C -1.981 -0.947 -3.370
H -1.620 -3.755 -2.267
H -1.128 -1.131 -4.039
H 0.078 -3.167 -2.126
P 1.663 1.707 1.086
C 3.071 0.800 1.879
C 2.446 3.175 0.316
H -0.181 2.853 2.137
H 1.308 3.110 3.115
H 0.422 1.540 3.193
C 0.727 2.369 2.531
H 1.663 3.680 -0.263
H 2.865 3.863 1.063
H 3.704 1.459 2.504
H 3.693 0.330 1.103
H 3.234 2.839 -0.371
H 2.664 0.000 2.519
Cl -0.772 2.410 -1.705
C -1.679 -1.301 3.578
C -1.098 -0.901 2.314
N -0.585 -0.603 1.306
H -2.157 -0.429 4.052
H -0.895 -1.683 4.242
H -2.436 -2.077 3.432
```

No. 10
C7H11INS | ωB97M-V with the def2-TZVPD basis set

Summary:
Energy relative to the best compared isomer or geometry (same formula, charge and spin): 230.72 kJ/mol
Frontier orbital gap (spin up / spin down): 0.2980 / 0.2468 hartree
Charge: +1
Electronic energy: -27852.0216 eV

```
21
C7H11INS ωB97M-V with the def2-TZVPD basis set
C -1.406 -0.511 0.692
C -0.542 0.017 1.523
C -0.839 -0.459 -0.753
C 0.598 0.739 0.768
C -0.028 0.789 -0.639
C 0.099 -1.651 -0.856
C 1.735 -0.226 0.840
N -0.799 2.122 -0.870
S -0.363 -3.172 -0.152
I 3.493 0.238 -0.204
H -2.308 -1.144 1.035
H -0.636 -0.071 2.640
H -1.527 -0.552 -1.500
H 0.703 1.633 1.321
H 0.822 0.991 -1.440
H 1.131 -1.598 -1.078
H 1.934 -0.513 1.835
H -1.397 2.278 -0.052
H -1.200 2.014 -1.760
H -0.183 2.928 -0.756
H 0.711 -3.850 -0.595
```

No. 11
H3N2O | ωB97M-V with the def2-TZVPD basis set

Summary:
Energy relative to the best compared isomer or geometry (same formula, charge and spin): 360.77 kJ/mol
Frontier orbital gap (spin up / spin down): 0.2227 / 0.2224 hartree
Charge: -1
Electronic energy: -5071.5565 eV

```
6
H3N2O ωB97M-V with the def2-TZVPD basis set
N -0.196 0.777 0.002
N 0.783 -0.062 0.443
O 1.767 -0.228 -0.322
H -1.067 0.507 0.646
H -0.489 0.803 -1.049
H -0.798 -1.796 0.280
```

No. 12
H13O6 | ωB97M-V with the def2-TZVPD basis set

Summary:
Energy relative to the best compared isomer or geometry (same formula, charge and spin): 242.05 kJ/mol
Frontier orbital gap: 0.4476 hartree
Charge: +1
Electronic energy: -12488.0167 eV

```
19
H13O6 ωB97M-V with the def2-TZVPD basis set
O -0.246 0.510 1.109
H 0.589 -0.041 0.932
H -0.325 1.335 0.591
H -0.915 -0.105 0.911
O -2.675 -0.388 -0.042
H -2.989 0.489 -0.543
H -3.660 -0.867 0.073
O 2.291 -0.686 0.531
H 2.360 -1.150 -0.252
H 3.218 -0.832 0.794
O 0.414 -0.048 -2.021
H 0.661 -0.908 -1.982
H -0.401 0.162 -2.440
O -0.161 -2.380 1.291
H 0.619 -2.214 1.623
H -0.138 -3.201 0.761
O 0.187 3.189 -0.350
H 0.577 3.430 -1.256
H 0.603 3.701 0.266
```

No. 13
C18H12F7NO | ωB97M-V with the def2-TZVPD basis set

Summary:
Energy relative to the best compared isomer or geometry (same formula, charge and spin): 83.53 kJ/mol
Structure (SMILES): CN(C(=O)C(F)(F)F)[C@H](/C=C/c1cc(F)cc(F)c1)c1cc(F)cc(F)c1
Frontier orbital gap: 0.3155 hartree
Charge: 0
Electronic energy: -41418.3448 eV

```
39
C18H12F7NO ωB97M-V with the def2-TZVPD basis set
C -1.271 -2.842 1.061
N -1.342 -1.546 0.376
C -2.116 -0.653 1.121
O -1.692 0.038 2.032
C -3.683 -0.536 0.927
F -4.222 -0.918 -0.263
F -4.321 -1.268 1.888
F -4.012 0.771 1.131
C -0.324 -0.832 -0.555
C 0.786 0.123 -0.119
C 1.811 -0.294 0.645
C 2.832 0.570 1.199
C 3.842 -0.038 1.990
C 4.810 0.752 2.590
F 5.789 0.130 3.344
C 4.857 2.146 2.419
C 3.829 2.733 1.657
F 3.864 4.107 1.478
C 2.834 1.988 1.024
C -1.131 -0.207 -1.751
C -1.127 1.165 -2.091
C -1.962 1.535 -3.155
F -2.114 2.882 -3.415
C -2.728 0.635 -3.873
C -2.653 -0.717 -3.515
F -3.459 -1.661 -4.126
C -1.873 -1.151 -2.441
H -2.264 -3.373 0.950
H -0.440 -3.551 0.799
H -1.221 -2.666 2.140
H 0.173 -1.823 -0.828
H 0.879 1.118 -0.602
H 1.931 -1.374 0.867
H 3.827 -1.122 2.102
H 5.628 2.742 2.896
H 2.065 2.489 0.436
H -0.576 1.920 -1.545
H -3.381 0.936 -4.682
H -1.845 -2.207 -2.112
```